Below is a cluster of 2 separate species, C7H12N3O in total in a non-equilibrium geometry, with properties calculated with the ωB97M-V functional and the def2-TZVPD basis.

Each line ends with the natural charge from an NBO analysis.
Element x y z (Å)
C 3.5743 -0.1195 -0.1563  -0.29
C 2.9462 1.0997 -0.0855  0.11
C 2.6939 -1.1786 -0.0247  0.15
C 0.8148 0.1447 0.2655  0.12
C -1.4378 -1.5669 1.0854  -0.70
C -2.6693 1.5767 -0.6469  -0.43
C -1.6309 -0.5472 0.0389  0.78
N 1.6249 1.2033 0.1042  -0.50
N 1.4019 -1.0476 0.0622  -0.55
N -2.3430 0.5342 0.3262  -0.53
O -1.3809 -0.7884 -1.1861  -0.63
H 4.5730 -0.2734 -0.3062  0.24
H 3.4096 1.9594 -0.2050  0.21
H 3.0580 -2.0942 -0.2304  0.19
H -1.2972 -1.1219 2.0238  0.25
H -0.6187 -2.1114 0.7398  0.26
H -2.2248 -2.2338 1.1654  0.25
H -1.9006 1.3152 -1.5436  0.23
H -3.6120 1.5197 -1.0842  0.22
H -2.6379 2.5565 -0.2263  0.23
H 1.1884 2.0942 0.0322  0.42
H -2.6915 0.6312 1.2587  0.42
H -0.8402 -1.5516 -1.4071  0.54

Properties
frontier orbital gap: 8.67 eV
net charge: +1
maximum force: 4.7 eV/A
relative energy (zero: lowest compared OMol25 entry of this formula, charge and spin): 2.875 eV